(1)
ORCA calculation (ωB97M-V/def2-TZVPD) on 11 unconnected molecules or ions with the total composition C12H46O17 at a distorted geometry.

The calculation puts the largest force on an atom at 3.84 eV/A. For the lowest unoccupied orbital energy, the calculation gives 0.27 eV. The relative energy (zero: lowest compared OMol25 entry of this formula, charge and spin) comes out at 0.0 kcal per mole. Its SMILES is OCCO.OCCO.OCCO.OCCO.OCCO.OCCO.O.O.O.O.O. As for the frontier orbital gap: 10.36 eV. As for the net charge: 0. The value obtained for the highest occupied orbital energy is -10.1 eV.

Each line ends with the Löwdin charge.
CARTESIAN COORDINATES (ANGSTROEM)
O  -8.04102  5.87258  12.50942  -0.115
C  -7.31789  4.73325  12.82624  -0.235
C  -6.47443  4.35669  11.61110  -0.257
O  -5.68185  5.39088  11.11336  -0.046
H  -7.50376  6.71116  12.40368  0.083
H  -6.77103  4.98743  13.73027  0.125
H  -7.93611  3.84964  13.10816  0.136
H  -7.05716  4.16190  10.72267  0.117
H  -6.02440  3.39528  11.76012  0.108
H  -4.92239  5.54236  11.70064  0.109
O  -11.64558  11.48302  11.84978  -0.118
C  -12.61146  12.47829  11.39267  -0.194
C  -13.49314  12.99770  12.50386  -0.286
O  -12.70801  13.58636  13.44218  -0.005
H  -12.26249  10.85131  12.27877  0.054
H  -12.06090  13.33554  10.97305  0.125
H  -13.23020  12.11101  10.48461  0.142
H  -14.05779  12.16558  12.88141  0.110
H  -14.18273  13.69731  12.11831  0.115
H  -12.10772  12.98333  13.82225  0.072
O  -13.40762  7.28897  10.42883  -0.091
C  -14.40419  7.62700  11.40337  -0.187
C  -14.22588  9.13263  11.71941  -0.250
O  -13.29765  9.47126  12.69284  -0.102
H  -12.61792  7.81310  10.63633  0.043
H  -15.35685  7.44117  10.89087  0.124
H  -14.24094  7.02925  12.28854  0.096
H  -15.22796  9.51075  11.90995  0.117
H  -13.97029  9.64912  10.82169  0.104
H  -12.56554  8.77769  12.81957  0.080
O  -8.06055  9.14850  7.48220  -0.073
C  -9.24641  9.68723  7.01374  -0.249
C  -9.41623  11.11543  7.48969  -0.223
O  -9.21627  11.19314  8.88703  -0.064
H  -8.13194  8.24512  7.84630  0.072
H  -9.33485  9.57473  5.93094  0.122
H  -10.17931  9.22042  7.45777  0.133
H  -10.32980  11.46944  7.20057  0.090
H  -8.65704  11.76064  7.01143  0.136
H  -8.25933  11.16845  9.01772  0.047
O  -9.75795  5.58782  14.82661  -0.057
C  -11.04429  5.35722  14.34914  -0.278
C  -11.96898  6.54213  14.10216  -0.166
O  -11.62449  7.36166  12.92516  -0.171
H  -9.28372  5.96784  14.06244  0.055
H  -11.00067  4.73560  13.46150  0.109
H  -11.53698  4.67525  15.09125  0.134
H  -12.06771  7.31160  14.90338  0.136
H  -12.96383  6.07373  13.91735  0.114
H  -11.37517  6.83671  12.06524  0.075
O  -6.48503  10.47151  9.35162  -0.065
C  -6.70163  10.04248  10.63833  -0.249
C  -6.59062  8.52289  10.81651  -0.189
O  -6.69230  8.26270  12.21625  -0.076
H  -6.94077  9.95995  8.67010  0.050
H  -5.90538  10.57133  11.32612  0.173
H  -7.66812  10.38238  10.98721  0.079
H  -5.62348  8.16802  10.56385  0.111
H  -7.29709  7.90182  10.25308  0.108
H  -7.43220  8.73212  12.58804  0.046
O  -10.53691  5.92119  10.99034  -0.023
H  -10.55782  5.52155  10.14099  0.050
H  -9.76316  5.55935  11.42670  0.041
O  -9.17036  12.19307  12.11440  -0.042
H  -10.13674  12.08819  12.07987  -0.007
H  -8.86824  12.15909  11.23227  0.000
O  -9.28872  9.54654  13.21398  -0.056
H  -9.87486  9.32784  13.98370  0.091
H  -9.12847  10.48388  13.07962  0.013
O  -9.02788  6.90332  8.84022  -0.052
H  -9.56054  7.35257  9.49990  -0.002
H  -9.61148  6.39608  8.25573  0.073
O  -10.32321  8.79100  10.57162  -0.055
H  -10.31889  9.50619  9.93265  0.025
H  -10.15557  9.18931  11.47330  0.041



(2)
ORCA calculation (ωB97M-V/def2-TZVPD) on 2 unconnected molecules or ions with the total composition C8H20FO8P at a distorted geometry.

The calculation puts the largest force on an atom at 2.07 eV/A. For the lowest unoccupied orbital energy, the calculation gives 0.17 eV. Its SMILES is O=P(OF)(OCCO)OCCO.COCCOC. As for the frontier orbital gap: 9.25 eV. As for the net charge: 0. The value obtained for the highest occupied orbital energy is -9.1 eV.

Each line ends with the Löwdin charge.
CARTESIAN COORDINATES (ANGSTROEM)
O  -1.49516  2.06384  -2.16460  -0.204
P  -0.36952  1.14039  -2.17914  0.380
O  0.50491  1.14753  -0.79108  -0.080
F  -0.43593  0.82500  0.21509  -0.046
O  -0.85341  -0.34149  -2.41969  -0.146
C  0.01337  -1.46052  -2.10763  -0.163
C  1.40010  -1.36409  -2.68856  -0.257
O  2.00096  -2.63698  -2.48406  -0.043
O  0.75868  1.51448  -3.20475  -0.160
C  0.28263  1.56302  -4.57074  -0.163
C  1.46772  1.41690  -5.52654  -0.202
O  2.48482  0.60659  -4.94851  -0.063
H  0.04113  -1.63453  -1.03510  0.128
H  -0.45569  -2.33234  -2.55349  0.133
H  1.33619  -1.13071  -3.74988  0.109
H  2.00800  -0.59172  -2.21610  0.119
H  2.91193  -2.55185  -2.76724  0.088
H  -0.19622  2.52687  -4.70693  0.128
H  -0.46149  0.79144  -4.74604  0.122
H  1.13211  0.96734  -6.45800  0.120
H  1.88238  2.40571  -5.70958  0.121
H  3.33294  0.96927  -5.19796  0.089
C  -1.45802  0.86773  2.94410  -0.126
O  -1.87190  0.98371  4.29499  -0.186
C  -2.48110  -0.18948  4.80352  -0.208
C  -1.51877  -1.02572  5.61823  -0.208
O  -0.45382  -1.53474  4.83279  -0.191
C  0.74040  -0.78190  4.94181  -0.112
H  -0.75880  1.67607  2.74082  0.088
H  -0.95988  -0.08532  2.75389  0.080
H  -2.31681  0.96911  2.27192  0.092
H  -2.90577  -0.78633  3.99009  0.127
H  -3.30319  0.12821  5.45244  0.125
H  -2.05981  -1.88657  6.02311  0.125
H  -1.13142  -0.44395  6.46054  0.126
H  1.25774  -1.01608  5.87874  0.088
H  0.54808  0.29191  4.89554  0.084
H  1.38263  -1.06080  4.10800  0.088



(3)
ORCA calculation (ωB97M-V/def2-TZVPD) on a molecular structure, C43H73F3NO27Ti at a distorted geometry.

The calculation puts the largest force on an atom at 4.21 eV/A. For the lowest unoccupied orbital energy (spin up / spin down), the calculation gives -0.55 / -0.57 eV. Its expectation value of S² is 3.75. As for the frontier orbital gap (spin up / spin down): 4.56 / 8.59 eV. As for the net charge: 0. The value obtained for the highest occupied orbital energy (spin up / spin down) is -5.1 / -9.2 eV. Its spin multiplicity is 4.

Each line ends with the Löwdin charge.
CARTESIAN COORDINATES (ANGSTROEM)
Ti  1.52019  -2.43961  -1.17503  0.751
C  0.76323  -0.51286  1.12237  -0.417
O  0.27890  -0.51211  -0.19775  -0.172
O  1.80065  -1.46849  1.11193  -0.261
C  1.02674  0.91911  1.66182  -0.439
F  2.21376  1.49284  1.20513  0.089
F  0.08238  1.83426  1.44119  0.133
F  1.13023  0.83754  3.04277  0.096
C  -1.08352  -0.76741  -0.44136  -0.259
C  -1.19468  -0.59397  -1.94109  -0.049
H  -1.13028  0.46317  -2.19878  0.073
H  -0.49504  -1.18917  -2.52790  0.045
H  -2.19357  -0.95662  -2.18363  0.086
H  -1.77683  -0.05686  0.00868  0.097
H  -1.37545  -1.77691  -0.15189  0.100
H  0.00681  -0.95581  1.77024  0.141
O  3.04817  -4.38425  -1.67979  -0.016
C  2.98507  -5.25593  -0.76996  -0.466
O  2.67381  -6.53358  -0.95161  -0.005
C  2.46987  -7.08163  -2.23078  -0.196
C  0.98842  -6.85933  -2.59551  -0.042
C  3.03123  -4.95862  0.72230  0.035
H  2.56794  -8.16716  -2.22014  0.124
H  3.22269  -6.60365  -2.85759  0.120
H  0.46261  -7.48434  -1.87370  0.077
H  0.74054  -7.28886  -3.56616  0.080
H  0.69115  -5.81304  -2.52467  0.056
H  3.18475  -3.89035  0.87499  0.068
H  3.86414  -5.50266  1.16769  0.094
H  2.09951  -5.28698  1.18292  0.090
O  -3.44837  2.47769  -0.86502  0.080
C  -3.83443  2.82972  0.23637  -0.548
O  -4.95345  3.46220  0.56174  0.005
C  -5.97768  3.66405  -0.45156  -0.185
C  -7.14855  4.60228  -0.04532  -0.070
C  -2.90874  2.81068  1.41119  0.018
H  -6.42013  2.69909  -0.69890  0.120
H  -5.57320  4.16629  -1.33034  0.102
H  -6.88308  5.62874  0.20770  0.069
H  -7.69150  4.30061  0.85040  0.068
H  -7.84494  4.76876  -0.86715  0.077
H  -3.37700  2.33965  2.27546  0.092
H  -2.81325  3.85179  1.71952  0.099
H  -1.99087  2.30056  1.11898  0.059
O  4.28331  5.65886  1.87309  0.084
C  3.63433  4.84043  1.21220  -0.508
O  2.39510  4.49381  1.44272  0.003
C  1.55097  5.25004  2.20117  -0.230
C  0.33555  5.81554  1.46219  -0.032
C  4.25089  4.02975  0.06990  0.036
H  2.01696  5.92415  2.91986  0.137
H  1.09756  4.51754  2.86898  0.097
H  -0.11718  5.01407  0.87843  0.042
H  0.51350  6.47994  0.61660  0.080
H  -0.47053  6.16297  2.10843  0.081
H  5.33648  4.03618  0.16759  0.095
H  3.83675  4.54747  -0.79529  0.094
H  3.88878  3.00169  0.07834  0.047
O  -1.55039  -0.11338  4.59350  0.091
C  -1.55356  -1.31965  4.38799  -0.514
O  -2.48438  -2.07607  3.80161  -0.002
C  -3.66635  -1.55268  3.25037  -0.221
C  -3.54138  -1.08973  1.80541  -0.053
C  -0.38618  -2.16068  4.84240  0.040
H  -4.22614  -0.80570  3.81319  0.128
H  -4.43613  -2.31936  3.16240  0.114
H  -4.48958  -0.75144  1.38760  0.095
H  -3.21846  -1.92508  1.18411  0.057
H  -2.80432  -0.30040  1.65775  0.054
H  -0.41739  -2.91668  4.05780  0.080
H  -0.53290  -2.65822  5.80106  0.096
H  0.48322  -1.50349  4.86066  0.078
O  0.78537  -3.29007  -3.28918  -0.054
C  0.87890  -3.39183  -4.53382  -0.429
O  -0.10930  -3.18405  -5.42559  0.001
C  -1.48829  -3.31584  -5.22408  -0.245
C  -2.22088  -2.97732  -6.51756  -0.042
C  2.21655  -3.75494  -5.18085  0.044
H  -1.80037  -2.78615  -4.32401  0.114
H  -1.71698  -4.34384  -4.94298  0.122
H  -3.28143  -2.94009  -6.26865  0.085
H  -1.88023  -3.62067  -7.32884  0.086
H  -1.93173  -1.94237  -6.70024  0.071
H  2.79371  -4.50287  -4.63717  0.079
H  2.77814  -2.82522  -5.08946  0.097
H  2.09207  -4.08327  -6.21274  0.087
C  -3.28169  1.44090  -6.37513  -0.077
C  -2.94768  2.95559  -5.90527  -0.217
C  -3.11905  3.15239  -4.41309  -0.205
C  -4.52947  3.01981  -4.08732  -0.225
N  -5.66130  2.85286  -3.82233  0.150
H  -4.14546  1.06357  -5.82775  0.051
H  -2.46903  0.76846  -6.10032  0.050
H  -3.56219  1.29314  -7.41800  0.062
H  -3.66215  3.60209  -6.41484  0.101
H  -2.00279  3.27233  -6.34682  0.092
H  -2.82658  4.16987  -4.15368  0.122
H  -2.44762  2.49377  -3.86218  0.108
C  0.06033  3.48088  -1.57067  -0.087
C  1.22148  2.65144  -1.98107  -0.098
O  1.44545  3.04612  -3.32312  0.107
C  0.40001  3.55513  -3.85488  -0.606
O  0.25816  3.72512  -5.06432  0.120
O  -0.43273  3.82926  -2.86318  0.062
H  0.32516  4.40831  -1.06289  0.118
H  -0.59548  2.90304  -0.91943  0.117
H  1.08639  1.56992  -1.96848  0.123
H  2.10840  2.84311  -1.37714  0.115
C  -2.23096  -6.13294  1.19523  -0.117
C  -2.46426  -4.77062  1.86514  -0.103
O  -1.61459  -3.95456  1.11934  0.071
C  -0.88911  -4.64431  0.26062  -0.489
O  -0.01590  -4.11927  -0.44520  0.061
O  -1.08285  -5.95947  0.44338  0.078
H  -2.93774  -6.37043  0.40015  0.140
H  -2.08252  -6.96844  1.87934  0.143
H  -2.12734  -4.90303  2.89327  0.136
H  -3.50893  -4.46518  1.80616  0.138
C  -0.22364  3.16468  5.75181  -0.073
C  -0.73728  3.11930  4.33868  -0.126
O  -1.46999  4.35126  4.21008  0.065
C  -1.04197  5.19450  5.11195  -0.593
O  -1.30926  6.39904  5.05785  0.105
O  -0.31870  4.57217  6.04500  0.074
H  0.83900  2.92443  5.71741  0.138
H  -0.76337  2.60673  6.51698  0.138
H  -1.37869  2.27000  4.10332  0.104
H  -0.00637  2.99935  3.53900  0.089
C  4.89219  -1.39329  4.75519  -0.130
C  3.60325  -0.65398  4.54939  -0.122
O  3.68275  0.18244  5.70161  0.056
C  4.95163  0.31155  6.17697  -0.543
O  5.29654  1.10874  7.04920  0.127
O  5.72914  -0.54304  5.54258  0.090
H  5.43062  -1.49515  3.81296  0.124
H  4.73172  -2.38502  5.17808  0.133
H  2.86440  -1.45477  4.58004  0.124
H  3.67820  -0.14334  3.58933  0.122
C  5.20460  0.31803  0.52577  -0.093
C  5.34810  -1.01753  -0.15188  -0.106
O  6.63597  -0.83344  -0.76917  0.094
C  6.90945  0.41077  -0.97845  -0.612
O  7.95200  0.83396  -1.45338  0.130
O  6.05175  1.17410  -0.30104  0.064
H  5.61674  0.08636  1.50789  0.129
H  4.16087  0.62863  0.47818  0.108
H  4.54588  -1.17166  -0.87353  0.107
H  5.27390  -1.80378  0.59938  0.129



(4)
ORCA calculation (ωB97M-V/def2-TZVPD) on a molecular structure, C15H31MoNO2P2 at a distorted geometry.

The calculation puts the largest force on an atom at 5.68 eV/A. For the lowest unoccupied orbital energy (spin up / spin down), the calculation gives -8.24 / -9.55 eV. The relative energy (zero: lowest compared OMol25 entry of this formula, charge and spin) comes out at 0.0 kcal per mole. Its expectation value of S² is 2.02. As for the frontier orbital gap (spin up / spin down): 6.51 / 5.16 eV. As for the net charge: +2. The value obtained for the highest occupied orbital energy (spin up / spin down) is -14.7 / -14.7 eV. Its spin multiplicity is 3.

Each line ends with the Löwdin charge.
CARTESIAN COORDINATES (ANGSTROEM)
P  0.23172  -1.48932  -2.68232  0.950
P  0.04642  1.69758  -2.57022  0.943
C  -0.16518  -0.57052  -4.25642  -0.416
C  0.31822  0.88508  -4.22732  -0.417
H  -1.25538  -0.59462  -4.37812  0.087
H  0.26902  -1.10922  -5.11002  0.101
H  1.39572  0.91978  -4.43092  0.087
H  -0.17928  1.47748  -5.00762  0.101
C  -1.55688  2.56658  -2.91912  -0.251
H  -1.77778  3.25808  -2.09962  0.049
H  -2.37228  1.83848  -2.96782  0.046
H  -1.52368  3.12978  -3.86022  0.067
C  1.19922  3.13768  -2.77632  -0.255
H  1.02812  3.67248  -3.71882  0.070
H  2.23432  2.78228  -2.75252  0.048
H  1.06442  3.83548  -1.94362  0.049
C  -0.93098  -2.92012  -2.89702  -0.254
H  -0.73278  -3.67082  -2.12522  0.049
H  -0.83038  -3.39002  -3.88322  0.071
H  -1.96188  -2.57392  -2.77202  0.046
C  1.80572  -2.32252  -3.20752  -0.248
H  2.61382  -1.58732  -3.26862  0.047
H  1.70262  -2.82222  -4.17902  0.067
H  2.08882  -3.06552  -2.45492  0.049
Mo  0.03652  -0.09592  3.94018  1.691
C  0.70082  1.43368  2.46368  -0.239
C  -0.68658  1.36788  2.38598  -0.211
C  -1.46448  0.65008  1.29518  -0.172
C  -1.84168  -0.80432  1.66888  -0.164
C  -0.77458  -1.53882  2.44978  -0.252
C  0.59812  -1.46392  2.23758  -0.228
C  1.26442  -0.68072  1.11848  -0.184
C  1.68192  0.74998  1.53748  -0.170
C  0.12012  -1.56292  5.40878  -0.230
H  1.12802  2.22188  3.08058  0.127
H  -1.24798  2.09088  2.97308  0.127
H  -0.89378  0.66768  0.36268  0.071
H  -2.38708  1.20678  1.10068  0.127
H  -2.74398  -0.78562  2.28958  0.124
H  -2.10268  -1.36612  0.75898  0.127
H  -1.13988  -2.36362  3.05888  0.123
H  1.21382  -2.21812  2.72208  0.120
H  0.60242  -0.64482  0.24888  0.053
H  2.16082  -1.22242  0.79918  0.123
H  2.64192  0.69728  2.06218  0.124
H  1.85182  1.36548  0.64078  0.119
H  0.83512  -1.29822  6.19438  0.041
H  0.39532  -2.53982  4.99068  0.028
H  -0.87068  -1.65112  5.87298  0.042
O  -0.91208  2.12248  7.14978  0.093
N  -0.92408  1.30498  6.28168  -0.179
O  0.04652  1.27298  5.39568  -0.319